(1)
C2H8OS2 | ωB97M-V/def2-TZVPD

The value obtained for the lowest unoccupied orbital energy is 0.570 eV. The value obtained for the energy relative to the best compared isomer or geometry (same formula, charge and spin) is 15.1 kcal per mole. For the total energy, the calculation gives -25921.282 eV. As for the HOMO energy: -0.3247 hartree. As for the SMILES: CSSC.O. The molar mass comes out at 112.22 g/mol.

Structure (XYZ):
```
13
Properties=species:S:1:pos:R:3:nbo_charge:R:1
C 0.63 -0.11 2.11 -0.785
S 0.44 0.77 0.55 0.083
S 1.16 -0.51 -0.95 0.076
C -0.02 -1.92 -1.04 -0.744
H 1.23 0.49 2.80 0.228
H 0.96 -1.15 2.18 0.242
H -0.36 -0.14 2.59 0.222
H -0.37 -1.97 -0.02 0.228
H 0.59 -2.82 -1.24 0.224
H -0.73 -1.95 -1.87 0.227
H -1.54 3.08 -1.02 0.468
H -0.57 2.93 -2.17 0.469
O -1.43 3.27 -1.93 -0.937
```

***

(2)
C2H8OS2 | ωB97M-V/def2-TZVPD

The value obtained for the lowest unoccupied orbital energy (alpha / beta) is -5.758 / -8.824 eV. The value obtained for the energy relative to the best compared isomer or geometry (same formula, charge and spin) is 33.9 kcal per mole. For the total energy, the calculation gives -25912.064 eV. As for the total charge: +1. As for the HOMO energy (alpha / beta): -0.5442 / -0.5439 hartree. The spin multiplicity is 2. Its expectation value of S² is 0.75. The molar mass comes out at 112.22 g/mol.

Structure (XYZ):
```
13
Properties=species:S:1:pos:R:3:mulliken_spin:R:1
C 0.44 -0.47 1.68 0.005
O -0.46 0.58 1.23 0.000
H 1.46 -0.16 1.41 -0.003
H 0.19 -1.34 1.09 -0.001
H 0.34 -0.65 2.74 0.001
H -1.33 0.13 1.23 0.000
C -0.65 -0.45 -1.51 -0.017
S 1.11 -0.10 -1.76 0.746
S 1.04 2.07 -1.49 0.184
H -1.19 0.38 -1.07 0.004
H -1.09 -0.65 -2.50 0.052
H -0.72 -1.35 -0.90 0.010
H 0.86 1.99 -0.15 0.020
```

***

(3)
C2H8OSSi | ωB97M-V/def2-TZVPD

The value obtained for the lowest unoccupied orbital energy is 0.511 eV. The value obtained for the energy relative to the best compared isomer or geometry (same formula, charge and spin) is 51.8 kcal per mole. For the total energy, the calculation gives -22963.990 eV. As for the HOMO energy: -0.3635 hartree. The molar mass comes out at 108.24 g/mol.

Structure (XYZ):
```
13
Properties=species:S:1:pos:R:3:nbo_charge:R:1
C -1.05 1.13 0.94 -1.138
C 1.09 -1.23 0.00 -1.139
O 1.26 1.71 -1.07 -1.008
Si -0.17 0.11 -0.39 1.607
S -1.56 -0.43 -1.94 -0.433
H -2.03 0.72 1.38 0.252
H -0.38 1.26 1.80 0.257
H -1.36 1.92 0.29 0.264
H 1.81 -0.72 0.60 0.241
H 0.81 -2.08 0.52 0.252
H 1.68 -1.59 -0.76 0.253
H 1.91 1.13 -0.85 0.424
H -0.76 -0.06 -2.88 0.167
```

***

(4)
C2H8OSi2 | ωB97M-V/def2-TZVPD

The value obtained for the lowest unoccupied orbital energy (alpha / beta) is 0.527 / -1.773 eV. The value obtained for the energy relative to the best compared isomer or geometry (same formula, charge and spin) is 5.1 kcal per mole. For the total energy, the calculation gives -20000.947 eV. As for the HOMO energy (alpha / beta): -0.2062 / -0.3801 hartree. The spin multiplicity is 3. Its expectation value of S² is 2.02. The molar mass comes out at 104.26 g/mol.

Structure (XYZ):
```
13
Properties=species:S:1:pos:R:3:mulliken_spin:R:1
C 0.80 2.65 1.00 -0.170
C 0.55 1.94 -0.07 0.988
O -0.43 -1.22 1.69 0.090
Si 0.20 -1.96 -1.29 0.098
Si -0.74 -0.55 0.25 0.771
H 1.33 3.61 0.97 0.070
H 0.50 2.34 1.99 0.025
H 0.83 2.20 -1.08 0.050
H -0.70 -0.85 2.52 -0.009
H 1.20 -1.24 -2.08 0.009
H -0.81 -2.46 -2.23 0.022
H 0.86 -3.15 -0.73 0.012
H -2.13 -0.07 0.25 0.044
```

***

(5)
C2H8S2 | ωB97M-V/def2-TZVPD

The value obtained for the lowest unoccupied orbital energy is 0.774 eV. The value obtained for the energy relative to the best compared isomer or geometry (same formula, charge and spin) is 29.7 kcal per mole. For the total energy, the calculation gives -23872.861 eV. As for the HOMO energy: -0.3050 hartree. As for the SMILES: CSS.C. The molar mass comes out at 96.22 g/mol.

Structure (XYZ):
```
12
Properties=species:S:1:pos:R:3:nbo_charge:R:1
C -2.91 5.98 -1.96 -0.864
H -1.92 6.44 -2.19 0.214
H -3.48 6.42 -1.23 0.212
H -2.52 5.00 -1.67 0.218
H -3.30 6.13 -2.97 0.219
C 2.79 -4.25 0.79 -0.757
S 2.24 -3.68 2.43 0.052
S 0.68 -4.60 3.16 -0.114
H 1.82 -3.92 0.09 0.229
H 3.02 -5.37 0.85 0.233
H 3.70 -3.66 0.67 0.240
H -0.12 -4.49 2.03 0.118
```

***

(6)
C2H8S2 | ωB97M-V/def2-TZVPD

The value obtained for the lowest unoccupied orbital energy is 0.722 eV. The value obtained for the energy relative to the best compared isomer or geometry (same formula, charge and spin) is 29.3 kcal per mole. For the total energy, the calculation gives -23872.876 eV. As for the HOMO energy: -0.3158 hartree. As for the SMILES: CSC.S. The molar mass comes out at 96.22 g/mol.

Structure (XYZ):
```
12
Properties=species:S:1:pos:R:3:nbo_charge:R:1
S 4.79 -0.37 0.60 -0.315
H 4.85 -1.38 1.52 0.150
H 3.46 0.05 0.95 0.165
C -0.73 -0.78 -1.07 -0.760
S -1.46 -0.55 0.56 0.190
C -2.29 1.08 0.52 -0.737
H -0.84 0.06 -1.74 0.226
H -1.10 -1.65 -1.57 0.219
H 0.47 -1.07 -1.05 0.217
H -3.26 1.22 0.06 0.213
H -2.26 1.62 1.40 0.224
H -1.62 1.79 -0.17 0.208
```

***

Which of these has the lowest energy relative to the best compared isomer or geometry (same formula, charge and spin)?
C2H8OSi2

***

The highest energy relative to the best compared isomer or geometry (same formula, charge and spin) belongs to which entry?
C2H8OSSi